Molecular formula: C18H56F2NO12S
Method: DFT, the ωB97M-V functional and the def2-TZVPD basis

Calculated values
Total charge: +1
HOMO level: -11.38 eV

Last column: Mulliken charge in e.
Geometry (Å):
O  -1.70  2.67  -0.22  -0.680
S  -1.87  1.33  0.40  1.549
O  -2.00  1.51  1.86  -0.660
F  -3.36  0.76  -0.13  -0.279
C  -0.55  0.12  -0.08  0.795
C  0.38  -0.10  1.17  -0.362
C  1.88  -0.48  0.87  -1.093
N  2.44  0.00  -0.42  0.276
C  3.03  1.37  -0.43  -0.683
C  2.59  2.32  0.74  0.025
C  3.14  3.79  0.60  -0.470
F  3.15  4.42  1.86  -0.308
C  1.48  -0.18  -1.58  -1.008
C  0.15  0.62  -1.41  -0.274
H  -1.08  -0.86  -0.27  -0.390
H  -0.06  -0.95  1.76  0.151
H  0.40  0.77  1.89  0.153
H  1.92  -1.61  0.83  0.521
H  2.51  -0.21  1.76  0.407
H  3.21  -0.65  -0.65  0.464
H  4.15  1.26  -0.36  0.448
H  2.86  1.94  -1.39  0.297
H  1.47  2.38  0.82  -0.075
H  3.00  1.93  1.72  0.327
H  4.21  3.74  0.27  0.302
H  2.49  4.38  -0.10  0.343
H  2.04  0.25  -2.46  0.494
H  1.34  -1.27  -1.82  0.099
H  -0.53  0.31  -2.27  0.204
H  0.27  1.73  -1.49  0.381
C  1.37  7.14  3.11  -0.288
O  2.58  7.31  2.38  -0.539
H  1.17  8.05  3.67  0.310
H  0.55  6.95  2.41  0.161
H  1.47  6.30  3.80  0.062
H  2.73  6.49  1.89  0.284
C  -0.83  0.32  -5.85  -0.635
O  -0.60  -0.15  -4.52  -0.379
H  -0.15  1.15  -6.05  0.253
H  -0.65  -0.48  -6.57  0.282
H  -1.86  0.67  -5.94  0.222
H  -1.21  -0.88  -4.37  0.192
C  -2.76  5.52  2.20  -0.520
O  -1.57  5.63  1.43  -0.452
H  -2.92  6.47  2.72  0.278
H  -3.61  5.33  1.54  0.267
H  -2.66  4.72  2.93  0.183
H  -1.46  4.78  0.97  0.264
C  -2.62  -2.55  2.51  -0.783
O  -2.36  -2.12  1.18  -0.303
H  -1.70  -2.95  2.93  0.263
H  -2.96  -1.71  3.12  0.323
H  -3.38  -3.33  2.50  0.305
H  -3.18  -1.77  0.82  0.229
C  -4.44  1.20  -3.19  -0.264
O  -4.18  1.63  -4.52  -0.499
H  -3.52  0.80  -2.76  -0.141
H  -4.78  2.05  -2.59  0.286
H  -5.20  0.42  -3.19  0.339
H  -5.00  1.98  -4.87  0.283
C  -1.09  -3.74  -2.28  -0.549
O  0.33  -3.59  -2.31  -0.370
H  -1.51  -3.02  -1.57  0.083
H  -1.50  -3.54  -3.28  0.313
H  -1.35  -4.75  -1.97  0.310
H  0.67  -4.22  -2.94  0.238
C  0.67  -6.24  -0.03  -0.617
O  -0.43  -5.47  0.46  -0.405
H  0.30  -7.23  -0.32  0.306
H  1.10  -5.75  -0.91  0.172
H  1.42  -6.36  0.75  0.353
H  -0.08  -4.61  0.70  0.206
C  0.11  -8.46  3.57  -0.558
O  0.36  -8.03  2.23  -0.444
H  1.03  -8.86  3.98  0.210
H  -0.22  -7.61  4.18  0.242
H  -0.66  -9.24  3.57  0.253
H  -0.47  -7.68  1.89  0.279
C  3.03  -2.38  -4.39  -0.477
O  3.53  -2.04  -3.10  -0.440
H  2.03  -1.96  -4.50  0.102
H  3.68  -1.97  -5.16  0.317
H  2.97  -3.47  -4.48  0.271
H  4.41  -2.42  -3.02  0.286
C  -0.17  4.05  5.14  -0.281
O  -0.31  2.64  4.95  -0.543
H  0.40  4.23  6.05  0.308
H  0.35  4.49  4.29  -0.038
H  -1.16  4.50  5.24  0.235
H  -0.81  2.51  4.15  0.303

Molecular formula: C10H18Cl2NO6P
Method: DFT, the ωB97M-V functional and the def2-TZVPD basis

Calculated values
Structure (SMILES): NCC1=C(Cl)C(=O)C(Cl)=C([PH2]=O)C1=O.CO.CO.CO
HOMO level: -9.10 eV

Last column: Mulliken charge in e.
Geometry (Å):
N  3.47  0.30  -0.22  -0.573
C  2.68  0.48  -1.42  -1.238
C  1.38  1.21  -1.15  0.361
C  1.21  2.40  -0.57  0.804
Cl  2.49  3.46  -0.14  -0.204
C  -0.15  2.96  -0.35  0.151
O  -0.40  4.14  -0.33  -0.565
C  -1.22  1.93  -0.15  0.498
Cl  -2.57  2.43  0.78  -0.181
C  -1.06  0.71  -0.68  0.065
P  -2.02  -0.78  -0.41  0.464
O  -1.11  -1.84  0.11  -0.689
C  0.14  0.48  -1.53  -0.051
O  0.10  -0.31  -2.45  -0.587
H  2.81  0.02  0.51  0.320
H  4.02  1.10  0.04  0.308
H  2.42  -0.51  -1.80  0.359
H  3.23  0.98  -2.21  0.442
H  -2.64  -1.12  -1.62  0.081
H  -3.01  -0.41  0.51  0.105
C  0.01  -0.67  2.08  -0.294
O  0.89  -0.92  0.99  -0.481
H  0.55  -0.09  2.82  0.299
H  -0.87  -0.10  1.75  0.078
H  -0.32  -1.61  2.53  0.127
H  0.41  -1.45  0.34  0.370
C  0.87  -4.56  3.81  -0.549
O  -0.24  -3.67  3.91  -0.469
H  1.71  -3.98  3.42  0.209
H  1.15  -4.96  4.79  0.276
H  0.67  -5.38  3.13  0.268
H  -0.98  -4.17  4.26  0.277
C  -2.14  2.65  -3.36  -0.562
O  -2.74  1.37  -3.18  -0.455
H  -2.12  3.14  -2.39  0.164
H  -1.12  2.56  -3.74  0.242
H  -2.72  3.27  -4.04  0.349
H  -2.77  0.94  -4.04  0.279

Molecular formula: C11H23HgO3P2
Method: DFT, the ωB97M-V functional and the def2-TZVPD basis

Calculated values
Total charge: -1
HOMO level: -2.29 eV

Last column: Mulliken charge in e.
Geometry (Å):
C  -2.31  0.69  -1.52  -0.695
C  -1.58  0.69  -2.74  -0.426
C  -0.60  1.72  -2.66  -0.906
C  -0.69  2.33  -1.38  -0.196
C  -1.77  1.71  -0.69  -0.904
Hg  -1.24  -0.52  1.55  0.036
P  -0.76  -3.09  1.31  -0.309
H  -3.10  -0.02  -1.26  0.470
H  -1.74  0.02  -3.57  0.437
H  0.09  2.00  -3.44  0.391
H  -2.08  1.98  0.32  0.474
H  -0.04  3.09  -0.96  0.448
H  0.55  -3.33  0.76  0.100
H  -1.57  -3.56  0.23  0.113
H  -1.05  -4.04  2.40  0.066
C  2.69  -2.61  2.94  -1.074
C  2.28  -1.16  3.14  -0.073
O  2.35  -0.53  1.83  -0.194
P  3.12  0.90  1.71  0.178
O  4.70  0.43  1.60  -0.332
C  5.55  0.57  2.80  -0.204
C  5.02  1.56  3.82  -1.127
O  2.69  1.16  0.13  -0.230
C  2.79  2.49  -0.39  -0.290
C  2.46  3.60  0.60  -1.075
H  2.12  -3.08  2.13  0.110
H  2.53  -3.14  3.89  0.358
H  3.76  -2.66  2.66  0.284
H  1.26  -1.06  3.55  0.294
H  2.94  -0.62  3.86  0.142
H  5.65  -0.43  3.26  0.227
H  6.55  0.86  2.42  0.315
H  4.00  1.31  4.19  0.376
H  5.67  1.51  4.69  0.377
H  5.11  2.57  3.40  0.284
H  3.83  2.65  -0.72  0.294
H  2.15  2.57  -1.28  0.291
H  2.95  3.50  1.59  0.332
H  2.81  4.56  0.16  0.383
H  1.39  3.69  0.75  0.254

Molecular formula: C20H24AsF6N6O2S2Tl
Method: DFT, the ωB97M-V functional and the def2-TZVPD basis

Calculated values
Total charge: -2
ΔE to the lowest compared entry with this formula, charge and spin: 1.026 eV
HOMO level: -1.65 eV

Last column: Mulliken charge in e.
Geometry (Å):
Tl  0.88  -0.03  -0.20  0.610
C  2.59  -3.30  -1.99  -1.255
C  1.26  -2.76  -2.41  0.847
C  0.11  -3.10  -1.70  -0.262
C  -1.12  -2.54  -2.01  -0.550
C  -1.22  -1.63  -3.06  -0.211
C  -0.09  -1.28  -3.78  -0.536
C  1.14  -1.85  -3.46  -0.453
H  3.31  -3.27  -2.81  0.450
H  2.51  -4.33  -1.64  0.346
H  2.97  -2.71  -1.15  0.102
H  0.19  -3.78  -0.86  0.030
H  -1.99  -2.78  -1.42  0.458
H  -2.17  -1.16  -3.28  0.384
H  -0.15  -0.54  -4.57  0.338
H  2.03  -1.55  -4.01  0.301
S  -0.20  1.90  1.78  -0.463
C  -1.23  0.95  2.82  0.369
C  -1.23  1.34  4.20  -0.021
N  -1.11  1.67  5.30  -0.753
C  -1.93  -0.16  2.44  0.159
S  -1.87  -0.93  0.89  -0.153
C  -2.78  -0.79  3.42  0.001
N  -3.48  -1.28  4.19  -0.633
N  1.94  2.01  4.21  -0.046
C  3.21  1.93  4.59  0.806
N  3.44  1.54  5.90  -0.600
N  4.26  2.23  3.87  -0.837
C  4.05  2.60  2.62  0.662
N  3.92  2.95  1.52  -0.597
H  1.18  1.80  4.85  0.113
H  1.65  2.20  3.25  -0.121
H  2.75  0.92  6.28  0.266
H  4.39  1.22  6.02  0.274
C  -2.67  1.95  -1.30  -0.461
As  -1.99  3.59  -2.02  0.873
C  -1.46  4.68  -0.53  -0.777
C  -3.51  4.49  -2.83  -1.120
O  -0.82  3.42  -3.17  -0.773
H  -3.66  2.11  -0.87  0.380
H  -2.01  1.58  -0.52  -0.034
H  -2.72  1.22  -2.11  0.155
H  -2.33  4.94  0.08  0.311
H  -0.98  5.57  -0.90  0.355
H  -0.77  4.10  0.09  0.035
H  -4.23  4.82  -2.09  0.342
H  -3.98  3.79  -3.52  0.332
H  -3.13  5.34  -3.40  0.329
C  1.07  -1.75  3.11  -1.738
C  2.16  -2.27  2.16  1.611
O  2.09  -1.77  0.92  -1.000
C  2.02  -3.82  2.09  0.518
F  2.90  -4.39  1.25  -0.263
F  2.18  -4.45  3.29  -0.309
F  0.80  -4.16  1.65  -0.260
C  3.53  -1.91  2.78  0.333
F  3.70  -0.59  2.81  -0.141
F  4.58  -2.42  2.09  -0.289
F  3.69  -2.34  4.06  -0.322
H  0.10  -1.96  2.66  0.361
H  1.17  -0.66  3.17  0.102
H  1.12  -2.18  4.11  0.425

Molecular formula: C5H11N2P
Method: DFT, the ωB97M-V functional and the def2-TZVPD basis

Calculated values
Structure (SMILES): C1C[C@@H]2CNNP2C1
ΔE to the lowest compared entry with this formula, charge and spin: 1.759 eV
HOMO level: -8.55 eV

Last column: Mulliken charge in e.
Geometry (Å):
C  -1.50  0.39  0.50  -0.687
C  -1.34  -0.13  -0.89  -0.578
C  0.87  -1.61  -0.26  -0.871
C  -0.43  1.59  0.64  -0.800
C  0.15  -0.41  -1.07  0.018
N  1.56  -0.99  0.80  -0.432
N  2.13  0.23  0.33  -0.231
P  1.02  1.20  -0.53  -0.066
H  -2.45  0.91  0.80  0.285
H  -1.48  -0.34  1.19  0.362
H  -2.00  -1.08  -1.10  0.267
H  -1.54  0.78  -1.63  0.267
H  -0.04  -2.14  0.16  0.329
H  1.52  -1.99  -0.93  0.468
H  -0.73  2.64  0.40  0.367
H  0.11  1.81  1.58  0.358
H  0.33  -0.55  -2.21  0.374
H  0.79  -0.82  1.48  0.356
H  3.03  0.49  0.75  0.214

Molecular formula: C17H40FInNO3PS
Method: DFT, the ωB97M-V functional and the def2-TZVPD basis

Calculated values
HOMO level: -5.55 eV

Last column: Mulliken charge in e.
Geometry (Å):
C  1.54  -2.71  1.89  -0.804
C  0.90  -1.28  2.42  0.635
C  -0.56  -1.55  3.14  -0.884
In  -2.12  -0.07  2.37  0.556
F  -1.38  0.91  0.66  -0.712
C  -2.67  1.28  4.10  -0.739
C  -1.85  2.69  4.17  -0.456
C  -1.62  3.44  2.73  -0.547
S  0.17  3.40  2.12  1.059
O  0.23  3.47  0.54  -0.628
O  0.79  2.06  2.63  -0.539
O  1.14  4.68  2.68  -0.479
P  -4.10  -1.51  1.53  0.048
C  -5.05  -2.26  3.02  -0.822
C  -5.27  -0.22  0.69  -0.524
C  -5.49  1.00  1.81  -0.330
H  0.74  -3.57  1.84  0.245
H  2.37  -3.02  2.68  0.307
H  2.04  -2.59  0.82  0.017
H  0.86  -0.49  1.56  -0.570
H  1.64  -0.85  3.24  0.281
H  -0.38  -1.41  4.32  0.157
H  -0.94  -2.66  3.01  0.295
H  -2.39  0.68  5.09  0.247
H  -3.83  1.51  4.19  0.168
H  -2.53  3.43  4.82  0.328
H  -0.82  2.63  4.76  0.224
H  -1.87  4.60  2.90  0.434
H  -2.39  3.07  1.93  0.196
H  1.84  4.82  1.96  0.372
H  -5.36  -3.36  2.73  0.285
H  -6.06  -1.63  3.17  0.238
H  -4.41  -2.25  4.00  0.218
H  -4.70  0.15  -0.27  0.226
H  -6.33  -0.65  0.47  0.296
H  -4.78  1.89  1.54  0.000
H  -6.64  1.27  1.78  0.334
H  -5.27  0.53  2.88  -0.042
C  4.11  -0.57  -6.24  -1.200
C  2.84  0.04  -5.67  -0.368
C  2.87  0.48  -4.20  -0.782
N  3.00  -0.61  -3.12  0.605
C  4.38  -1.25  -3.12  -1.110
C  2.77  0.04  -1.74  -0.721
C  1.28  -0.04  -1.52  0.278
C  0.91  -1.40  -2.08  -0.438
C  1.89  -1.68  -3.22  -0.436
H  4.18  -1.63  -6.00  0.277
H  4.10  -0.50  -7.33  0.406
H  5.00  -0.05  -5.87  0.291
H  1.99  -0.63  -5.88  0.256
H  2.63  0.94  -6.26  0.394
H  1.94  1.02  -3.99  0.324
H  3.70  1.19  -4.04  0.453
H  5.13  -0.45  -3.14  0.329
H  4.48  -1.90  -3.98  0.341
H  4.49  -1.85  -2.22  0.444
H  3.30  -0.55  -0.99  0.373
H  3.17  1.06  -1.74  0.307
H  0.76  0.75  -2.07  0.227
H  1.01  0.05  -0.47  -0.393
H  -0.12  -1.43  -2.43  0.412
H  1.01  -2.17  -1.31  0.131
H  1.40  -1.63  -4.19  0.125
H  2.35  -2.67  -3.10  0.388

Table of total energy (a.u.), in record order: -2274.5038; -2159.6915; -1494.7251; -5059.5195; -647.8944; -1981.4237